Entry 1:
ORCA calculation (ωB97M-V/def2-TZVPD) on 8 unconnected molecules or ions with the total composition C26H45Cl14FO2Si.

Atoms and positions in Å:
Cl (0.02947, -2.32701, 1.69727)
C (-0.48774, -1.32368, 4.19891)
H (-3.74934, 2.25162, -2.54251)
C (-7.08742, -1.05046, 2.50895)
H (1.24834, -2.54084, 3.70959)
C (-1.62398, 2.28117, -3.62970)
C (-1.58106, -7.05599, 5.30502)
C (4.78569, 1.48060, 1.57669)
C (-1.15911, 0.71846, -3.25507)
Cl (4.50431, 0.26733, -3.89849)
C (7.23278, 0.38435, -3.62626)
Cl (-6.94424, -2.72971, 3.08572)
C (-2.49981, 0.20335, -0.85764)
Cl (0.36481, 0.22061, 3.95119)
H (-1.19019, 0.15728, -4.30989)
H (-0.51605, -7.12265, 5.54848)
C (6.10987, 0.44983, -4.64885)
H (-3.60910, 3.56584, -3.92112)
Cl (-8.88371, -0.25437, 4.42519)
Cl (-1.39958, -4.36120, 5.79009)
H (-2.24964, -6.09899, 7.11459)
C (-2.25213, -5.90550, 6.03780)
C (0.38670, 1.17928, 0.28247)
C (3.41579, 4.71211, -2.09939)
H (-0.97365, 3.84571, -0.99619)
H (2.58693, -2.26758, -4.14625)
H (-7.24282, 0.95811, 3.27015)
H (-3.29083, -5.77509, 5.71804)
Cl (3.88507, 0.09206, 0.91799)
Cl (7.24346, 1.80129, -2.54680)
C (-3.35778, -2.61347, -1.96175)
O (-4.63227, -0.21394, 0.68569)
H (3.17380, 5.38909, -1.27397)
Cl (4.46456, -3.56031, -3.59848)
H (-0.99677, 3.09007, -3.03957)
H (6.21600, -0.36561, -5.37028)
H (7.16111, -0.51464, -3.00591)
H (-0.48525, -1.51717, 5.27569)
H (-1.52644, -1.19328, 3.87915)
H (1.00046, 1.86669, -0.47459)
O (-3.56061, -1.26003, -4.24684)
Cl (-1.73492, -6.90883, 3.53617)
C (-1.90675, 3.37253, -0.42313)
H (0.70247, 1.44161, 1.39612)
C (-7.29063, -0.06667, 3.64991)
C (-3.24990, 2.50493, -3.56939)
H (0.59226, 0.04886, 0.00446)
H (3.42024, 1.77524, 3.24511)
C (-3.11305, -1.31427, -2.98681)
H (4.83453, 4.55462, -3.74171)
C (3.91863, 2.35859, 2.46454)
H (-0.28938, -3.41991, 3.74681)
C (-3.68329, -0.71143, -0.10896)
H (2.50928, 4.56259, -2.69335)
Cl (5.96045, 5.73824, -2.03521)
H (-6.52252, -0.17967, 4.42141)
H (5.61746, 1.07128, 2.15765)
H (-3.78133, -3.19536, 0.30042)
H (2.20456, -3.48272, -2.91500)
C (-2.22745, -0.07187, -2.29923)
H (-2.21038, 0.30127, 2.34113)
H (6.12115, 1.39530, -5.20014)
C (-2.18641, 1.43271, 1.96428)
Si (-1.53493, 1.55271, 0.11154)
C (2.93658, -2.72722, -3.21719)
H (-1.98950, 4.01247, 0.58151)
C (-3.62195, -2.33852, -0.49199)
H (-3.31914, 1.77873, 1.90130)
H (-1.54498, 2.09393, 2.68673)
H (-6.15913, -0.81790, 1.97876)
C (3.11471, -1.66096, -2.14841)
H (-3.33206, -3.72881, -2.31887)
H (4.53561, 3.11989, 2.95078)
Cl (3.48021, -2.36239, -0.55233)
C (0.18333, -2.47417, 3.46612)
H (-7.91044, -1.00782, 1.78855)
H (5.20276, 2.04444, 0.73628)
H (2.18947, -1.08775, -2.03762)
Cl (2.66707, 3.22485, 1.53859)
H (-3.71447, 1.73447, -4.35412)
H (-2.92332, 3.52672, -0.98099)
H (-1.31993, 2.43813, -4.77408)
C (4.52191, 5.27369, -2.97805)
H (4.17121, 6.17727, -3.48523)
H (3.91834, -0.96343, -2.40491)
Cl (3.84505, 3.12795, -1.40716)
H (-2.05378, -8.00173, 5.58570)
F (0.26266, 0.62644, -2.82197)
H (8.20007, 0.36864, -4.13715)

Properties
charge	0
SMILES string	CC[C@@H](F)C1=C([Si](C)(C)C)C(=O)C=CC1=O.ClCCCl.ClCCCl.ClCCCl.ClCCCl.ClCCCl.ClCCCl.ClCCCl
E_HOMO	-9.6542	eV
maximum force	8.254	eV/A

Here are the Löwdin charges for atoms 1 to 5, given in e: Cl 0.555; C -0.662; H 0.062; C -0.667; H 0.076

=====

Entry 2:
ORCA calculation (ωB97M-V/def2-TZVPD) on 3 unconnected molecules or ions with the total composition C26H45ClN2O7.

Atoms and positions in Å:
O (5.74522, 2.08494, -6.13159)
C (-3.36068, -4.16128, 2.63144)
H (0.73562, -4.96853, 5.98015)
C (0.35679, -4.09609, 5.43561)
H (-1.13341, 4.73205, -5.28410)
O (-2.12204, 2.30147, 1.34944)
C (3.04318, 1.76504, -6.33700)
H (-1.83822, -4.99869, 0.56340)
H (-1.30422, -1.95856, 0.96182)
H (1.13546, 0.44106, 3.01314)
H (0.15550, 3.18826, 4.68672)
C (2.71138, 3.36744, -4.50279)
H (0.13490, -6.34103, 1.33229)
H (2.22865, 1.72863, 1.28183)
H (-1.72599, 3.26628, -1.01133)
N (-0.93869, 2.94255, 1.76089)
O (4.19844, 3.18218, -4.52357)
H (0.62855, 5.14856, 1.24606)
C (1.02447, 4.22012, 0.81747)
H (-4.13074, -3.40352, 2.43638)
H (-0.20785, -3.48642, 6.14868)
H (0.07396, 0.96892, -5.88646)
H (-0.21860, 0.08093, 1.96381)
C (1.33239, 1.16549, 1.00424)
H (-1.09838, -6.26148, 5.47779)
C (-2.21474, -2.36865, 1.41340)
C (0.29560, -5.37644, 3.24772)
H (-0.30399, 4.19910, -1.43342)
O (-0.20922, -2.40753, 3.29702)
Cl (-1.51871, 1.14438, -3.63724)
C (-0.11651, 3.20572, 0.52791)
C (0.27554, 2.13751, -5.74963)
H (1.68907, 0.22039, 0.57776)
C (0.60336, 2.99790, 3.70263)
C (4.48173, 2.33412, -5.70769)
H (-1.97574, 2.24864, 4.26553)
O (3.11171, 2.38200, -9.16139)
H (-2.88827, -2.61368, 0.58170)
H (-0.04531, 2.63623, -6.76291)
H (-2.23155, -4.91430, 5.60108)
C (2.96487, 0.70837, -7.59574)
H (1.16467, -4.80312, 2.89886)
H (0.70430, -6.26196, 3.75208)
C (-0.94576, 3.90988, -0.59337)
H (1.55121, 4.48955, -0.10619)
C (-0.30116, 2.08944, 2.81796)
H (-1.94125, 0.69425, 3.40805)
H (-2.69104, -1.57559, 2.00233)
H (2.29882, -0.23748, -7.40130)
O (2.30181, 4.32379, -3.66483)
H (1.16852, 2.15392, -0.89748)
H (-1.41892, 4.82207, -0.21522)
H (-1.28483, -6.55183, 2.33310)
H (-3.49983, -4.40003, 3.68585)
C (0.51950, 1.91438, -0.04487)
C (0.48957, 0.87514, 2.23851)
H (3.50148, 2.12370, -10.06903)
H (-0.00400, 3.10321, -3.58534)
C (-0.62219, 2.59728, -4.44885)
H (1.23629, -3.52729, 5.11845)
H (-0.36734, -4.08802, 0.83079)
C (-1.31541, 1.47888, 3.84831)
H (1.79352, 3.83482, 1.48777)
C (-0.52174, -5.82360, 2.04181)
C (-1.93326, -3.64198, 2.28661)
H (-0.77959, 1.01271, 4.68555)
H (-2.41035, 3.95074, -3.99543)
C (-1.72093, 3.75955, -4.93388)
C (-0.54602, -4.53273, 4.23767)
H (0.75682, 3.99720, 3.29521)
H (-3.62165, -5.05160, 2.05420)
H (4.05618, 0.43455, -7.97022)
H (1.58810, 2.55472, 3.86959)
H (-2.30788, 3.28556, -5.85132)
C (-1.16860, -4.63044, 1.35185)
H (-0.25819, 1.24697, -0.43913)
O (2.31586, 1.45008, -8.71885)
H (-2.23477, -5.98569, 4.18913)
N (-1.21013, -3.35832, 3.57046)
C (-1.59282, -5.46870, 4.90315)
C (1.90752, 2.39393, -5.55304)

Properties
charge	0
E_HOMO (alpha / beta)	-8.7782 / -9.3778	eV
expectation value of S²	2.010
maximum force	9.642	eV/A
2S+1	3

Here are the Löwdin charges for atoms 1 to 5, given in e: O 0.000; C -0.033; H 0.083; C -0.045; H 0.102